A single C7H13NO molecule in a non-equilibrium geometry, computed with ωB97M-V/def2-TZVPD.

Last column: natural (NBO) charge in e.
Element x y z (Å)
O -2.4608 0.0719 -0.6295  -0.712
N 1.0077 -0.0555 0.6097  -0.415
C 0.7860 -1.9763 -1.1713  -0.486
C -1.5899 -0.7435 1.4926  -0.640
C 0.6115 -0.8464 -0.5330  0.172
C -1.5131 0.2981 0.3851  0.105
C -0.0754 0.4016 -0.2382  0.061
C 0.0814 1.5740 -1.1839  -0.638
C 2.2482 0.6473 0.7937  -0.412
H -1.3875 -1.7360 1.0926  0.208
H 2.6961 1.0116 -0.1393  0.179
H 0.1791 2.5009 -0.6188  0.212
H -2.3072 -0.8092 -0.9927  0.464
H 2.9547 -0.0309 1.2732  0.209
H -1.7520 1.2912 0.7800  0.172
H 1.6816 -2.5676 -1.0687  0.208
H -0.7999 1.6348 -1.8186  0.242
H 0.9550 1.4547 -1.8222  0.217
H 2.0805 1.5035 1.4499  0.203
H -2.5861 -0.7327 1.9295  0.216
H 0.0439 -2.3654 -1.8503  0.207
H -0.8537 -0.5260 2.2603  0.230

Properties
E_HOMO: -8.8 eV
M: 127.2 g mol⁻¹
Calculated total energy: -404.4341 Eh
2S+1: 1
SMILES: C=C1N(C)[C@]1(C)[C@H](C)O
HOMO-LUMO gap: 9.7 eV

A molecular structure, C7H13NO in a non-equilibrium geometry, computed with ωB97M-V/def2-TZVPD.

Last column: natural (NBO) charge in e.
Element x y z (Å)
O 2.8093 -0.1938 -0.3900  -0.716
N -0.5681 -0.7086 0.7587  -0.466
C 1.5131 0.3858 0.0739  0.049
C -0.9227 0.5028 -0.0264  0.106
C -1.1312 -1.5037 -0.1465  -0.230
C 0.9010 -0.6174 1.0543  -0.244
C -1.5958 1.5342 0.6345  -0.653
C -1.7308 -0.3909 -0.9592  -0.391
C 0.4066 0.7375 -0.8391  -0.462
H 1.2254 -1.6725 0.7982  0.227
H -1.2003 2.4431 -0.1133  0.250
H -0.6029 -2.2050 -0.7920  0.181
H 1.9281 1.4184 0.6162  0.162
H -1.2490 -0.1707 -2.0759  0.176
H 0.5885 1.9781 -0.7957  0.210
H -1.8311 -2.1228 0.3561  0.187
H -2.5636 0.8902 0.9083  0.261
H 0.9920 -0.3166 2.3131  0.215
H -2.8292 -0.2561 -1.0127  0.213
H 3.2044 0.6120 -0.8630  0.464
H -0.9576 1.7682 1.6543  0.214
H 0.1558 0.2545 -1.9327  0.247

Properties
E_HOMO: -8.5 eV
M: 127.2 g mol⁻¹
Calculated total energy: -404.2719 Eh
2S+1: 1
HOMO-LUMO gap: 9.1 eV

A molecular structure, C7H13NO in a non-equilibrium geometry, computed with ωB97M-V/def2-TZVPD.

Last column: natural (NBO) charge in e.
Element x y z (Å)
O -0.9991 1.5956 1.8850  -0.725
N 0.3838 -0.7442 1.7995  -0.850
C 0.1195 1.6045 1.0386  -0.077
C 0.8092 0.0380 0.6649  0.143
C -1.8838 0.9726 -1.6308  -0.700
C -0.1093 -0.8439 -0.7765  -0.059
C 0.1961 -2.2323 -1.2147  -0.655
C -0.9592 0.0581 -0.9949  0.116
C 2.1354 0.2128 0.3273  -0.522
H 2.7136 1.0464 0.6971  0.192
H -0.0590 2.3023 0.2210  0.182
H -0.2158 -2.4614 -2.1969  0.232
H 1.2770 -2.3812 -1.2603  0.225
H -1.3636 1.8861 -1.9310  0.234
H -0.5833 -1.0420 1.7823  0.367
H -0.1830 -2.9619 -0.4959  0.223
H -2.3404 0.5203 -2.5190  0.234
H 0.9333 -1.5922 1.8357  0.370
H 2.5419 -0.2696 -0.5480  0.189
H -0.7405 1.0287 2.6288  0.477
H 0.9746 2.0107 1.5884  0.159
H -2.6474 1.2528 -0.9005  0.245

Properties
E_HOMO (alpha / beta): -6.3 / -7.4 eV
M: 127.2 g mol⁻¹
Calculated total energy: -404.2775 Eh
2S+1: 1
HOMO-LUMO gap (alpha / beta): 6.3 / 8.2 eV

2 unconnected molecules or ions with the total composition C7H13NO2 in a non-equilibrium geometry, computed with ωB97M-V/def2-TZVPD.

Last column: natural (NBO) charge in e.
Element x y z (Å)
O -2.6998 0.4894 -1.0459  -0.477
O 1.3562 0.2366 -0.6194  -0.753
N -0.7607 0.0629 -2.3227  -0.854
C 0.1739 -2.3278 -0.1667  -0.630
C -0.5387 -1.1557 0.4843  -0.472
C -0.1399 2.5955 -0.1616  -0.406
C -1.7450 0.1018 -1.5912  0.919
C 1.4344 0.1357 1.7330  -0.628
C 0.5696 0.2985 0.4940  0.290
C -0.2946 1.5162 0.5913  -0.229
H -0.5784 -1.2811 1.5671  0.204
H 0.7347 0.1987 -1.4182  0.499
H 1.2452 -2.3046 0.0245  0.216
H 0.6307 2.6469 -0.9167  0.202
H -1.6063 -1.1583 0.2775  0.207
H 0.0661 -2.3187 -1.2492  0.206
H -0.7807 0.2781 -3.3046  0.439
H -0.2155 -3.2732 0.2165  0.209
H 2.1988 0.9124 1.7234  0.224
H 0.8429 0.2356 2.6398  0.210
H -1.0359 1.4903 1.3794  0.205
H 1.9249 -0.8354 1.7215  0.217
H -0.7818 3.4564 -0.0561  0.200

Properties
E_HOMO: -9.0 eV
M: 143.2 g mol⁻¹
Calculated total energy: -479.6874 Eh
2S+1: 1
SMILES: C=C[C@](C)(O)CC.N=C=O
HOMO-LUMO gap: 9.4 eV

A molecular structure, C7H13NO2PZn in a non-equilibrium geometry, computed with ωB97M-V/def2-TZVPD.

Last column: natural (NBO) charge in e.
Element x y z (Å)
Zn 0.1443 -0.0910 -0.1412  1.507
P 0.1088 2.2963 0.6972  0.013
O 1.4314 -0.8481 1.4563  -0.838
O -0.4557 -0.1806 2.5658  -0.706
N 1.8088 -2.4337 3.5411  -1.048
C 0.7166 -0.5958 2.5098  0.730
C -0.2770 -1.9183 -0.6821  -0.738
C -0.3678 -2.3094 -1.9798  -0.344
C 0.2811 0.6740 -1.9137  -0.844
C 1.5077 -0.9779 3.7527  -0.439
C 0.0811 -0.0588 -3.0542  -0.320
C -0.2343 -1.4512 -3.1149  -0.180
H 0.9625 -0.8374 4.6885  0.220
H -0.3894 -1.9116 -4.1041  0.172
H -0.5403 -3.3733 -2.2465  0.160
H -0.9814 2.8049 1.4770  0.008
H 2.3555 -2.5872 2.6715  0.419
H 1.2031 2.6072 1.5799  0.008
H 0.6293 1.7202 -2.0420  0.137
H -0.2416 -2.6899 0.1103  0.157
H 0.9290 -2.9669 3.4795  0.362
H 0.2629 3.3387 -0.2765  0.005
H 2.3376 -2.8030 4.3360  0.183
H 0.1670 0.3938 -4.0692  0.157
H 2.4649 -0.4625 3.7284  0.219

Properties
E_HOMO (alpha / beta): -3.2 / -0.7 eV
M: 239.6 g mol⁻¹
Calculated total energy: -2600.2655 Eh
Net charge: -1
2S+1: 1
HOMO-LUMO gap (alpha / beta): 6.0 / 3.6 eV

A molecular structure, C7H13NO3 in a non-equilibrium geometry, computed with ωB97M-V/def2-TZVPD.

Last column: natural (NBO) charge in e.
Element x y z (Å)
O -2.7198 1.0806 -0.5487  -0.600
O -0.5910 1.6346 -0.1584  -0.543
O 0.8100 -1.5591 1.1608  -0.748
N -1.3049 -0.4786 0.2827  -0.515
C -2.3229 -1.5690 0.1352  -0.409
C 0.6720 1.1304 0.1770  0.338
C 0.1542 -0.7950 0.1373  0.450
C 1.5860 1.4086 -0.8940  -0.660
C 0.3990 -1.4420 -1.2293  -0.692
C 1.1075 1.6410 1.5033  -0.674
C -1.6579 0.7457 -0.1600  0.895
H 1.8092 2.4466 -1.0002  0.223
H -2.6724 -1.7064 -0.8410  0.203
H -0.3066 -1.0395 -1.9908  0.224
H 2.0857 1.3168 1.7497  0.214
H 1.2534 -1.0520 1.9329  0.496
H -1.8258 -2.4972 0.6802  0.212
H 1.1478 2.7079 1.4158  0.234
H 2.4540 0.8761 -0.7525  0.214
H 1.0751 1.0289 -1.7981  0.225
H 0.3290 1.4016 2.2570  0.227
H -3.1919 -1.4484 0.7309  0.220
H 0.2534 -2.5672 -1.2194  0.237
H 1.4571 -1.2643 -1.5705  0.229

Properties
E_HOMO: -9.5 eV
M: 159.2 g mol⁻¹
Calculated total energy: -554.9583 Eh
2S+1: 1
HOMO-LUMO gap: 10.1 eV